1.
Computed, not measured: C43H51ClCsGeN7 as an isolated structure, with ωB97M-V with the def2-TZVPD basis set.

Geometry as XYZ:
```
104
C43H51ClCsGeN7 (ωB97M-V with the def2-TZVPD basis set)
Cs 0.20 0.16 -0.17
N 1.82 0.10 2.31
C 2.07 1.01 3.35
C 3.35 1.11 3.90
C 3.63 2.03 4.88
C 2.64 2.89 5.34
C 1.36 2.79 4.81
C 1.06 1.86 3.82
C -0.34 1.76 3.31
C -1.32 1.08 4.05
C -2.62 0.98 3.59
C -3.00 1.57 2.40
C -2.07 2.29 1.65
C -0.79 2.32 2.14
H 2.33 -0.77 2.40
H 0.83 -0.10 2.18
H 4.12 0.44 3.54
H 4.63 2.09 5.30
H 2.85 3.62 6.11
H 0.57 3.45 5.16
H -1.03 0.62 4.99
H -3.35 0.41 4.17
H -4.02 1.49 2.05
H -2.35 2.79 0.74
C 2.80 0.94 -5.15
N 2.99 1.63 -3.89
C 3.98 2.70 -3.92
C 4.23 2.99 -2.45
N 3.87 1.73 -1.84
C 3.87 1.61 -0.40
C 3.01 1.01 -2.64
N 2.37 0.01 -2.17
C 1.58 -0.90 -2.98
C 0.93 -1.98 -2.10
N -0.51 -1.90 -2.14
C -1.22 -2.29 -3.12
N -2.61 -2.14 -3.09
C -3.20 -1.12 -2.26
C -3.17 -2.37 -4.40
C -2.13 -3.29 -5.02
N -0.90 -2.89 -4.34
C 0.22 -3.80 -4.51
H 2.63 1.69 -5.92
H 1.93 0.29 -5.13
H 3.68 0.35 -5.44
H 3.59 3.56 -4.47
H 4.90 2.36 -4.42
H 3.60 3.82 -2.09
H 5.27 3.25 -2.25
H 4.87 1.84 -0.03
H 3.62 0.58 -0.14
H 3.14 2.27 0.08
H 2.22 -1.38 -3.74
H 0.77 -0.39 -3.51
H 1.22 -1.79 -1.06
H 1.32 -2.98 -2.33
H -2.68 -1.07 -1.31
H -4.25 -1.37 -2.07
H -3.16 -0.13 -2.74
H -3.26 -1.43 -4.97
H -4.15 -2.83 -4.33
H -2.03 -3.15 -6.10
H -2.37 -4.34 -4.83
H 0.22 -4.14 -5.54
H 0.14 -4.68 -3.86
H 1.16 -3.31 -4.32
Ge -0.92 -2.69 1.06
C 0.08 -3.08 2.78
C 0.85 -4.24 2.82
C 1.63 -4.57 3.93
C 1.67 -3.72 5.02
C 0.92 -2.56 5.01
C 0.14 -2.25 3.90
C -2.81 -2.83 1.77
C -3.83 -3.00 0.84
C -5.17 -2.99 1.22
C -5.52 -2.81 2.55
C -4.51 -2.67 3.50
C -3.18 -2.68 3.11
H -0.91 -0.57 1.38
H 0.85 -4.92 1.97
H 2.21 -5.49 3.93
H 2.28 -3.97 5.88
H 0.94 -1.89 5.86
H -0.45 -1.34 3.90
H -3.58 -3.15 -0.20
H -5.95 -3.12 0.47
H -6.56 -2.80 2.85
H -4.77 -2.56 4.55
H -2.41 -2.58 3.87
Cl -0.29 7.14 0.84
C -0.50 5.74 -0.16
C -1.78 5.32 -0.49
C -1.95 4.20 -1.28
C -0.84 3.47 -1.77
C -0.98 2.33 -2.56
C 0.45 3.95 -1.42
C 0.62 5.06 -0.63
H -2.64 5.87 -0.12
H -2.95 3.87 -1.53
H -0.11 1.84 -2.98
H -1.96 1.97 -2.84
H 1.32 3.41 -1.80
H 1.61 5.41 -0.35
```

Output
total charge: 0
electronic energy: -4609.44384 hartree
LUMO level (spin up / spin down): -1.1 / -0.4 eV
relative energy (zero: lowest compared OMol25 entry of this formula, charge and spin): 4.0808 eV
orbital gap (spin up / spin down): 5.2354 / 5.9670 eV

Here are the Mulliken charges for atoms 1 to 99, given in e: 2.206, 0.888, 0.024, -0.778, -0.574, -0.871, -0.279, 0.252, 0.119, -0.226, -0.680, -0.605, 0.179, 0.040, 0.245, -1.035, 0.436, 0.415, 0.397, 0.488, 0.430, 0.394, 0.420, 0.260, -1.030, 0.240, -0.736, -0.431, 0.016, -0.835, 0.227, -0.287, -0.078, -3.009, 0.673, -0.534, 0.324, -0.734, -0.621, -0.700, 0.201, -0.938, 0.380, 0.326, 0.315, 0.367, 0.426, 0.074, 0.374, 0.325, 0.331, 0.209, 0.511, 0.335, 0.834, 0.231, 0.160, 0.388, 0.075, 0.287, 0.376, 0.394, 0.361, 0.368, 0.310, 0.221, 0.392, 0.423, -0.541, -0.636, -0.639, -0.596, 0.263, -0.273, -0.057, -0.694, -0.434, -0.752, -0.202, -1.415, 0.312, 0.390, 0.376, 0.421, -0.234, 0.513, 0.400, 0.381, 0.421, 0.308, -0.236, 0.267, -0.522, -0.729, 1.068, -1.571, 0.194, -0.602, 0.425

=====

2.
Computed, not measured: C43H51F2N3O4Pd as an isolated structure, with ωB97M-V with the def2-TZVPD basis set.

Geometry as XYZ:
```
104
C43H51F2N3O4Pd (ωB97M-V with the def2-TZVPD basis set)
Pd -1.62 -1.76 0.17
C 5.09 -1.15 0.40
C 3.67 -1.69 0.32
C 3.58 -3.20 0.65
O 3.09 -1.49 -0.97
C 1.97 -0.71 -0.83
C 1.64 -0.83 0.61
O 2.88 -0.88 1.18
C 0.51 -0.05 1.40
O -0.62 -0.05 0.58
C 0.21 -0.93 2.71
C 0.63 -2.25 3.01
C 0.23 -2.86 4.21
C -0.70 -2.16 5.09
C -0.96 -0.82 4.89
C -0.54 -0.24 3.72
C 0.76 1.39 1.83
C 1.87 1.73 2.62
C 2.00 2.99 3.18
C 0.98 3.94 3.03
C -0.14 3.60 2.21
C -0.16 2.36 1.64
C 2.18 1.07 -1.51
O 1.19 1.56 -0.89
C 2.08 0.89 -3.03
C 1.77 2.00 -3.85
C 1.66 1.95 -5.21
C 1.85 0.76 -5.78
C 2.14 -0.41 -5.09
C 2.21 -0.39 -3.70
C 3.57 1.54 -1.05
C 4.66 1.12 -1.82
C 5.94 1.55 -1.38
C 6.05 2.27 -0.24
C 4.95 2.70 0.50
C 3.69 2.37 0.05
H 5.68 -1.47 -0.50
H 5.63 -1.52 1.24
H 5.03 -0.05 0.47
H 4.41 -3.72 0.13
H 2.67 -3.79 0.55
H 3.83 -3.33 1.73
H 1.21 -1.03 -1.50
H 1.15 -1.85 0.64
H 1.39 -2.61 2.36
H 0.57 -3.80 4.53
H -0.99 -2.60 6.03
H -1.42 -0.17 5.54
H -0.86 0.79 3.55
H 2.67 0.96 2.73
H 2.97 3.16 3.67
H 1.19 4.97 3.41
H -0.82 4.41 2.02
H -1.06 2.13 1.01
H 1.66 2.93 -3.23
H 1.38 2.93 -5.76
H 1.89 0.76 -6.86
H 2.44 -1.31 -5.62
H 2.39 -1.22 -3.06
H 4.64 0.36 -2.59
H 6.77 1.05 -1.86
H 7.09 2.51 0.10
H 5.16 3.30 1.35
H 2.83 2.65 0.58
C -4.62 -2.73 3.57
C -4.16 -2.13 2.20
C -4.14 -0.65 2.36
C -2.87 -2.87 1.76
H -5.59 -2.38 4.00
H -3.79 -2.53 4.29
H -4.70 -3.81 3.58
H -4.99 -2.38 1.49
H -3.48 -0.37 3.22
H -5.09 -0.21 2.57
H -3.67 -0.23 1.52
H -3.11 -3.80 1.29
H -2.06 -2.93 2.46
F 0.23 -3.87 -0.77
C -0.79 -3.04 -1.26
F -1.85 -3.92 -1.49
H -0.54 -2.50 -2.19
C -2.67 3.33 -2.38
C -1.48 2.42 -2.28
N -1.79 1.28 -1.41
C -2.99 0.53 -1.48
N -3.00 -0.68 -1.06
C -4.28 -1.42 -1.08
C -5.07 -1.09 -2.33
C -5.23 0.39 -2.36
N -4.02 1.13 -2.17
C -3.92 2.50 -2.70
H -2.44 4.01 -3.21
H -2.90 3.84 -1.43
H -0.51 2.93 -2.02
H -1.17 1.90 -3.26
H -1.06 0.76 -0.98
H -4.96 -1.24 -0.26
H -4.03 -2.48 -1.10
H -6.04 -1.60 -2.32
H -4.48 -1.46 -3.19
H -5.92 0.71 -1.53
H -5.68 0.77 -3.29
H -4.84 3.07 -2.36
H -4.08 2.38 -3.73
```

Output
total charge: 0
electronic energy: -2461.67446 hartree
LUMO level (spin up / spin down): 0.6 / -1.0 eV
orbital gap (spin up / spin down): 7.7022 / 7.2657 eV
2S+1: 5

Here are the Mulliken charges for atoms 1 to 99, given in e: -0.733, -1.287, 1.362, -1.888, -0.183, -1.164, -0.703, -0.253, 1.540, 1.723, 0.924, -0.295, -0.946, -0.717, -0.773, -0.483, -0.028, -0.025, -0.553, -0.803, -0.950, 0.471, 1.337, -0.277, 0.278, -0.270, -0.764, -0.372, -1.116, -0.042, -0.067, -0.245, -0.653, -0.571, -0.990, -0.573, 0.321, 0.560, 0.070, 0.461, 0.223, 0.373, 0.758, -0.083, 0.189, 0.529, 0.401, 0.587, 0.335, 0.210, 0.404, 0.278, 0.450, -0.052, 0.288, 0.311, 0.344, 0.395, 0.648, 0.390, 0.384, 0.282, 0.539, 0.943, -1.495, 1.129, -0.868, -1.456, 0.378, 0.262, 0.402, 0.141, 0.250, 0.464, -0.253, 0.611, 0.423, -0.311, 0.137, -0.346, 0.197, -0.582, -0.179, 0.838, 0.162, 0.272, -0.824, -0.787, -0.827, 0.279, -1.062, 0.378, 0.321, -0.061, 0.264, -1.047, -0.024, 0.464, 0.412

=====

3.
Computed, not measured: C43H53BN4O5P2STi as an isolated structure, with ωB97M-V with the def2-TZVPD basis set.

Geometry as XYZ:
```
110
C43H53BN4O5P2STi (ωB97M-V with the def2-TZVPD basis set)
Ti -0.20 -0.45 0.48
C 1.37 1.61 4.29
C 2.37 1.92 3.17
C 3.38 0.78 2.98
P 1.61 2.30 1.49
C 2.51 3.92 1.22
C 1.90 4.83 0.15
C 3.98 3.65 0.90
C -0.07 2.94 1.82
C -0.24 4.03 2.67
C -1.43 4.73 2.80
C -1.57 5.90 3.74
C -2.47 4.32 1.96
C -2.34 3.24 1.12
C -1.16 2.47 1.05
N -1.05 1.37 0.21
C -2.20 1.06 -0.60
C -3.42 0.72 -0.03
C -4.53 0.44 -0.81
C -4.45 0.51 -2.20
C -5.65 0.22 -3.07
C -3.22 0.82 -2.77
C -2.08 1.07 -2.01
P -0.38 1.17 -2.73
C -0.67 0.53 -4.46
C -1.15 -0.93 -4.52
C 0.64 0.64 -5.25
C -0.18 2.99 -3.16
C -1.06 3.93 -2.34
C 1.30 3.33 -2.95
H 1.90 1.22 5.16
H 0.64 0.87 3.98
H 0.83 2.50 4.60
H 2.93 2.82 3.46
H 2.91 -0.08 2.51
H 3.81 0.48 3.94
H 4.20 1.08 2.32
H 2.46 4.45 2.18
H 2.27 4.58 -0.84
H 2.18 5.87 0.35
H 0.81 4.79 0.13
H 4.07 2.99 0.03
H 4.51 3.18 1.73
H 4.50 4.58 0.67
H 0.61 4.37 3.26
H -0.72 5.96 4.41
H -2.48 5.81 4.34
H -1.64 6.84 3.19
H -3.41 4.87 1.97
H -3.17 2.99 0.48
H -3.49 0.66 1.05
H -5.47 0.17 -0.34
H -6.58 0.27 -2.50
H -5.58 -0.79 -3.50
H -5.71 0.92 -3.90
H -3.16 0.85 -3.85
H -1.42 1.18 -4.93
H -0.31 -1.60 -4.33
H -1.54 -1.15 -5.51
H -1.93 -1.15 -3.79
H 1.42 0.05 -4.76
H 0.99 1.67 -5.34
H 0.51 0.24 -6.26
H -0.42 3.12 -4.22
H -0.87 3.82 -1.27
H -2.12 3.73 -2.51
H -0.86 4.97 -2.61
H 1.57 3.13 -1.91
H 1.51 4.38 -3.17
H 1.95 2.70 -3.57
O -0.55 -1.28 -1.23
N -0.88 -2.53 -1.60
C -2.16 -2.90 -1.41
C -2.61 -4.12 -1.81
C -1.69 -4.98 -2.45
C -0.41 -4.56 -2.66
C 0.07 -3.28 -2.26
S 1.61 -2.71 -2.62
H -2.78 -2.16 -0.92
H -3.63 -4.40 -1.64
H -2.00 -5.96 -2.78
H 0.31 -5.19 -3.17
O -1.58 -1.61 1.07
N -1.60 -2.13 2.31
N -0.54 -1.60 2.96
O 0.15 -0.62 2.32
C -0.12 -2.13 4.16
C 1.15 -1.85 4.67
C 1.54 -2.39 5.88
C 0.69 -3.23 6.60
C -0.57 -3.52 6.07
C -0.98 -2.98 4.86
H 1.82 -1.22 4.11
H 2.52 -2.17 6.27
H 1.00 -3.65 7.54
H -1.24 -4.17 6.61
H -1.95 -3.21 4.45
O 1.61 -2.66 0.66
B 1.79 -1.29 0.32
O 3.14 -1.06 0.05
C 3.75 -2.28 0.14
C 5.07 -2.59 -0.10
C 5.44 -3.93 0.03
C 4.51 -4.90 0.39
C 3.17 -4.57 0.63
C 2.83 -3.25 0.49
H 5.78 -1.83 -0.39
H 6.46 -4.22 -0.16
H 4.82 -5.93 0.48
H 2.43 -5.32 0.89
```

Output
total charge: -1
electronic energy: -4220.86526 hartree
LUMO level (spin up / spin down): 2.5 / 2.5 eV
relative energy (zero: lowest compared OMol25 entry of this formula, charge and spin): 6.1756 eV
orbital gap (spin up / spin down): 5.7867 / 7.2255 eV
2S+1: 2

Here are the Mulliken charges for atoms 1 to 99, given in e: -0.642, -1.592, 0.578, -1.159, 0.584, 0.766, -1.712, -1.792, 0.040, -0.090, 0.442, -1.715, -1.252, -0.439, -0.343, 0.615, -0.107, 0.254, -1.217, 0.708, -1.549, -0.575, -0.121, 1.236, 0.169, -1.376, -1.604, 0.447, -1.593, -1.025, 0.521, 0.070, 0.384, 0.706, -0.223, 0.489, 0.319, 0.454, 0.490, 0.393, 0.272, 0.318, 0.378, 0.456, 0.186, 0.388, 0.387, 0.296, 0.375, 0.533, 0.506, 0.328, 0.410, 0.254, 0.356, 0.351, 0.466, 0.178, 0.559, 0.093, 0.296, 0.393, 0.422, 0.559, 0.064, 0.328, 0.583, -0.250, 0.535, 0.306, -0.344, 0.746, -0.046, -1.226, -0.163, -1.125, 0.676, -0.330, 0.319, 0.462, 0.376, 0.448, -0.128, -1.162, 1.365, -0.496, 0.208, -0.124, -0.923, -0.563, -0.410, -0.770, 0.579, 0.389, 0.380, 0.365, 0.465, -0.232, 1.259